(1)
Below is a molecular structure, C40H42Cl2N3OP2Si2V, with properties calculated with ωB97M-V with the def2-TZVPD basis set.

Structure (ORCA input):
```
! wB97M-V def2-TZVPD RIJCOSX def2/J DEFGRID3
* xyz 2 1
V 0.4493 -0.3983 -0.5438
C -0.6487 -3.7275 -2.0442
Si -1.5405 -3.1842 -0.5046
C -1.0921 -4.2057 0.9803
C -3.3777 -3.2273 -0.7520
N -1.0572 -1.4663 -0.1552
P -2.0159 -0.1205 -0.0961
C -0.7146 0.9992 -0.4064
P 0.4453 1.8979 0.5388
N 1.4953 0.6293 0.6677
Si 3.2409 0.6922 1.1550
C 3.5279 -0.6391 2.4187
C 4.2589 0.4803 -0.3838
C 3.5424 2.3518 1.9379
C -0.1815 2.4275 2.1193
C 0.0059 1.6116 3.2327
C -0.5194 1.9932 4.4575
C -1.2274 3.1825 4.5664
C -1.4270 3.9891 3.4527
C -0.9122 3.6130 2.2241
C 1.0514 3.2678 -0.4164
C 1.5143 4.4385 0.1860
C 2.0205 5.4570 -0.6036
C 2.0708 5.3091 -1.9836
C 1.6160 4.1425 -2.5849
C 1.1038 3.1191 -1.8059
C -3.2051 -0.0239 -1.4113
C -2.7194 0.0581 -2.7188
C -3.6102 0.0729 -3.7773
C -4.9777 0.0108 -3.5325
C -5.4591 -0.0666 -2.2327
C -4.5751 -0.0891 -1.1657
C -2.7741 0.0858 1.4982
C -2.6194 -0.9027 2.4661
C -3.2164 -0.7437 3.7077
C -3.9487 0.4026 3.9796
C -4.0879 1.3979 3.0176
C -3.5044 1.2437 1.7730
H -1.1638 -4.6011 -2.4520
H -0.6735 -2.9516 -2.8145
H 0.3875 -4.0167 -1.8710
H -1.7892 -4.0374 1.8036
H -1.1813 -5.2600 0.7025
H -0.0830 -4.0528 1.3553
H -3.6711 -4.2806 -0.7870
H -3.9336 -2.7704 0.0701
H -3.6925 -2.7651 -1.6878
H 3.5839 -1.6432 2.0059
H 4.4913 -0.4397 2.8962
H 2.7724 -0.6265 3.2074
H 4.1707 -0.5187 -0.8121
H 3.9672 1.2067 -1.1468
H 5.3148 0.6445 -0.1564
H 2.8096 2.6057 2.7070
H 4.5176 2.3069 2.4305
H 3.5890 3.1594 1.2076
H 0.5628 0.6870 3.1419
H -0.3700 1.3680 5.3274
H -1.6262 3.4849 5.5257
H -1.9796 4.9145 3.5439
H -1.0717 4.2426 1.3571
H 1.4896 4.5556 1.2616
H 2.3760 6.3680 -0.1418
H 2.4654 6.1098 -2.5947
H 1.6561 4.0325 -3.6599
H 0.7471 2.2100 -2.2767
H -1.6521 0.1132 -2.9094
H -3.2419 0.1367 -4.7920
H -5.6719 0.0240 -4.3621
H -6.5237 -0.1143 -2.0495
H -4.9535 -0.1666 -0.1545
H -2.0322 -1.7866 2.2530
H -3.1110 -1.5126 4.4611
H -4.4165 0.5244 4.9476
H -4.6581 2.2901 3.2386
H -3.6194 2.0156 1.0203
Cl 1.8673 0.0266 -5.1229
C 2.4091 -1.1686 -4.0217
C 3.3499 -2.1364 -4.4450
C 3.7891 -3.1060 -3.5927
Cl 4.9243 -4.2784 -4.1360
C 3.3142 -3.1610 -2.2509
C 3.6845 -4.1157 -1.2883
C 3.1486 -4.0524 -0.0255
C 2.2474 -3.0315 0.2866
N 1.8694 -2.1152 -0.5911
C 2.3894 -2.1807 -1.8502
C 1.9303 -1.1880 -2.7395
O 1.0133 -0.3138 -2.2732
H 3.7114 -2.0983 -5.4631
H 4.3896 -4.8928 -1.5526
H 3.4192 -4.7760 0.7299
H 1.8262 -2.9467 1.2796
*
```

Summary:
HOMO energy (alpha / beta) = -0.4911 / -0.4911 Ha
HOMO-LUMO gap (alpha / beta) = 6.54 / 6.52 eV

***

(2)
Below is a molecular structure, C40H42N11O4P2SSn, with properties calculated with ωB97M-V with the def2-TZVPD basis set.

Structure (ORCA input):
```
! wB97M-V def2-TZVPD RIJCOSX def2/J DEFGRID3
* xyz -1 1
Sn -0.8676 0.6000 -0.5420
C -0.6010 6.0459 -2.1164
N -1.3839 4.8493 -1.8879
C -2.6449 4.7850 -1.3391
C -2.9178 3.4632 -1.1881
N -1.8518 2.7211 -1.6407
C -0.9426 3.5820 -2.0497
P 0.7895 3.1597 -2.4899
C 1.0699 3.4572 -0.4938
N 0.1940 3.4602 0.5075
C 0.9167 3.6707 1.6569
C 2.2410 3.7874 1.3641
N 2.3277 3.6555 0.0032
C 3.5559 3.5939 -0.7676
C 0.0457 2.3352 -4.1727
N -1.0067 1.5249 -4.3168
C -0.9768 1.0636 -5.6099
C 0.0914 1.5910 -6.2684
N 0.7253 2.3931 -5.3556
C 1.9623 3.1183 -5.5857
H -1.1994 6.9123 -1.8454
H 0.2976 6.0222 -1.4979
H -0.3054 6.1208 -3.1617
H -3.2110 5.6702 -1.1076
H -3.7876 2.9927 -0.7598
H 0.4434 3.7245 2.6249
H 3.1095 3.9353 1.9833
H 4.4004 3.6673 -0.0858
H 3.6235 2.6399 -1.2893
H 3.5980 4.4037 -1.4962
H -1.7126 0.3697 -5.9845
H 0.4503 1.4702 -7.2765
H 2.2534 2.9901 -6.6267
H 1.8272 4.1789 -5.3797
H 2.7475 2.7282 -4.9403
N -2.6143 -0.1039 -2.1273
C -2.3477 -1.4965 -2.5148
C -0.8615 -1.6366 -2.8143
O -0.4961 -2.3906 -3.7135
N -0.0942 -0.8814 -2.0153
C 1.3163 -0.8286 -2.3308
C 1.7241 0.5824 -2.6717
O 2.6104 0.8982 -3.4202
O 0.9996 1.4899 -1.9816
H -3.5996 0.0785 -1.9832
H -2.2707 0.5334 -2.8606
H -2.9005 -1.8235 -3.3952
H -2.5905 -2.1612 -1.6805
H 1.5654 -1.4754 -3.1694
H 1.9130 -1.1151 -1.4580
O -2.6499 1.0982 2.5040
N -3.5081 1.0175 1.4234
C -4.2158 -0.0389 1.4076
C -4.2553 -1.2108 2.3244
C -5.5171 -1.5512 2.8142
C -5.6865 -2.6248 3.6691
C -4.5819 -3.3806 4.0396
C -3.3326 -3.0641 3.5312
C -3.1463 -1.9930 2.6563
P -1.4976 -1.6653 1.8635
C -1.2330 -3.2202 0.9245
C -2.2707 -4.0597 0.5239
C -2.0227 -5.1392 -0.3174
C -0.7383 -5.3813 -0.7777
C 0.3030 -4.5486 -0.3827
C 0.0630 -3.4753 0.4590
C -0.3942 -1.8909 3.3198
C -0.0317 -0.7423 4.0213
C 0.8658 -0.8086 5.0733
C 1.4113 -2.0300 5.4464
C 1.0402 -3.1827 4.7715
C 0.1490 -3.1116 3.7077
H -2.0570 1.8242 2.2551
H -4.9716 -0.0129 0.6259
H -6.3727 -0.9506 2.5255
H -6.6728 -2.8752 4.0393
H -4.6973 -4.2285 4.7035
H -2.4800 -3.6745 3.7984
H -3.2824 -3.8740 0.8653
H -2.8388 -5.7858 -0.6168
H -0.5503 -6.2045 -1.4552
H 1.3073 -4.7279 -0.7450
H 0.8746 -2.8157 0.7588
H -0.4332 0.2149 3.7093
H 1.1676 0.1004 5.5780
H 2.1355 -2.0792 6.2501
H 1.4570 -4.1410 5.0569
H -0.0928 -4.0142 3.1593
C 5.2716 -2.9622 2.7870
C 4.9142 -1.6933 2.0637
C 5.8829 -0.7845 1.6578
C 5.4157 0.3364 0.9951
N 4.1355 0.5785 0.7670
C 3.2469 -0.3417 1.2234
S 1.5589 -0.0489 1.0319
N 3.6243 -1.4878 1.8453
H 6.3266 -3.2103 2.6667
H 4.6553 -3.7797 2.4148
H 5.0580 -2.8497 3.8523
H 6.9383 -0.9468 1.8310
H 6.1132 1.0852 0.6251
*
```

Summary:
HOMO energy = -0.1569 Ha
HOMO-LUMO gap = 6.65 eV

***

(3)
Below is a molecular structure, C40H42N6O6S2SeW, with properties calculated with ωB97M-V with the def2-TZVPD basis set.

Structure (ORCA input):
```
! wB97M-V def2-TZVPD RIJCOSX def2/J DEFGRID3
* xyz 0 1
W 1.5674 -0.0161 -0.6053
C 2.2049 0.4358 -3.7993
C 1.6828 -0.5277 -2.7670
N 0.4727 -0.2619 -2.1512
N -0.7797 -0.7732 -2.3966
C -1.3126 -1.2052 -1.3035
S -0.4733 -1.2027 0.2187
S -2.9239 -1.8759 -1.2653
C -3.3123 -2.0359 -3.0393
C -2.9484 -3.3811 -3.6022
C -3.9339 -4.3438 -3.7907
C -3.6136 -5.5986 -4.2896
C -2.2979 -5.9032 -4.6029
C -1.3082 -4.9469 -4.4176
C -1.6288 -3.6928 -3.9225
C 2.0167 -1.9700 -2.9059
C 2.1450 -2.6664 -4.1020
C 2.3869 -4.0325 -4.0875
C 2.4865 -4.7066 -2.8746
C 2.3704 -4.0267 -1.6722
C 2.1571 -2.6528 -1.6990
O 2.1414 -1.9276 -0.5600
H 1.8502 1.4474 -3.6125
H 1.8614 0.1397 -4.7943
H 3.2971 0.4417 -3.8189
H -2.8061 -1.2199 -3.5505
H -4.3879 -1.8721 -3.1016
H -4.9636 -4.1093 -3.5451
H -4.3925 -6.3366 -4.4324
H -2.0439 -6.8811 -4.9911
H -0.2780 -5.1754 -4.6578
H -0.8525 -2.9512 -3.7779
H 2.0492 -2.1440 -5.0459
H 2.4911 -4.5729 -5.0191
H 2.6608 -5.7750 -2.8660
H 2.4473 -4.5356 -0.7199
O 6.6545 2.9243 -1.8539
C 6.9552 1.6683 -1.5417
O 8.0858 1.2607 -1.5225
C 5.8162 0.7731 -1.2027
C 5.9262 -0.5603 -0.8555
N 4.6835 -1.0250 -0.6392
N 3.7842 -0.0679 -0.8222
C 4.4372 1.0238 -1.1559
C 3.5357 2.1709 -1.3765
O 3.9321 3.2706 -1.7129
O 2.2911 1.8445 -1.1752
H 5.6863 3.1156 -1.8254
H 6.8005 -1.1807 -0.7607
H 4.3499 -1.9392 -0.3631
C -4.5209 0.9342 0.9265
C -3.4998 0.5761 1.9993
N -3.1478 1.6976 2.8756
C -3.7846 1.7435 4.1877
C -5.2723 2.0624 4.1395
C -2.5070 2.8123 2.4448
O -2.5012 3.8709 3.0560
C -1.7439 2.7171 1.1504
C -1.9579 3.6601 0.1580
C -1.2401 3.5570 -1.0200
C -0.3021 2.5512 -1.1465
N -0.0429 1.6745 -0.1672
C -0.7715 1.7539 0.9511
H -4.7945 0.0425 0.3627
H -4.1077 1.6552 0.2192
H -5.4214 1.3646 1.3638
H -2.6092 0.1500 1.5393
H -3.9007 -0.2014 2.6509
H -3.2658 2.5001 4.7669
H -3.6145 0.7758 4.6665
H -5.4402 3.0157 3.6374
H -5.6689 2.1358 5.1529
H -5.8363 1.2877 3.6182
H -2.6883 4.4441 0.3113
H -1.3937 4.2443 -1.8394
H 0.2749 2.4463 -2.0510
H -0.5678 1.0220 1.7163
C -0.9266 2.9509 6.0967
C -0.1614 2.2315 5.0201
C 0.6224 2.9525 4.1265
C 1.3922 2.3300 3.1544
C 2.2169 3.1737 2.2213
C 1.3651 0.9293 3.0727
Se 2.5242 0.0666 1.8075
C 0.5739 0.1768 3.9449
C 0.5387 -1.3260 3.8924
C -0.1846 0.8495 4.9031
H -1.5533 3.7334 5.6657
H -0.2412 3.4298 6.7983
H -1.5588 2.2658 6.6615
H 0.6345 4.0353 4.1902
H 2.1134 4.2283 2.4731
H 1.9113 3.0371 1.1810
H 3.2725 2.9030 2.2738
H 0.2142 -1.6877 2.9160
H -0.1398 -1.7192 4.6491
H 1.5318 -1.7443 4.0657
H -0.7893 0.2679 5.5917
*
```

Summary:
HOMO energy = -0.2959 Ha
HOMO-LUMO gap = 6.96 eV

***

(4)
Below is a molecular structure, C40H42N6SSiTi, with properties calculated with ωB97M-V with the def2-TZVPD basis set.

Structure (ORCA input):
```
! wB97M-V def2-TZVPD RIJCOSX def2/J DEFGRID3
* xyz 2 1
Ti -0.0957 1.0361 -0.1216
C -0.9539 -2.0000 -3.0233
C -0.4837 -1.2785 -1.8122
N -1.2082 -0.3451 -1.2022
C -2.5718 -0.0892 -1.6497
C -3.2360 0.8516 -0.6421
N -2.2978 1.1362 0.4691
C -2.7395 2.2334 1.3529
C -1.5170 2.7639 2.0584
N -0.4794 2.9630 1.0206
C 0.7900 3.4863 1.5652
C 1.4720 2.3570 2.2919
N 1.3179 1.1544 1.4707
C 2.2366 0.1944 1.6051
C 3.3652 0.2884 2.5818
C 2.0662 -0.9159 0.7845
C 2.9745 -1.9090 0.4660
C 2.7631 -2.7512 -0.6197
C 1.6773 -2.5095 -1.4692
C 0.7032 -1.5974 -1.1375
N 0.7580 -0.9328 0.1500
H -1.4496 -1.3207 -3.7189
H -1.6791 -2.7673 -2.7246
H -0.1333 -2.4909 -3.5410
H -3.1090 -1.0341 -1.7105
H -2.5831 0.3644 -2.6428
H -4.1668 0.4373 -0.2554
H -3.4721 1.7971 -1.1140
H -2.2530 0.2987 1.0519
H -3.4912 1.8933 2.0649
H -3.1950 3.0085 0.7366
H -1.1543 2.0384 2.7894
H -1.7317 3.6961 2.5798
H -0.8264 3.6365 0.3469
H 0.6178 4.3358 2.2248
H 1.3979 3.8172 0.7261
H 1.0283 2.1895 3.2775
H 2.5151 2.6205 2.4520
H 2.9727 0.3676 3.5990
H 3.9812 1.1717 2.4133
H 4.0085 -0.5848 2.5358
H 3.9065 -1.9820 1.0119
H 3.5003 -3.4981 -0.8767
H 1.6064 -3.0368 -2.4123
S 2.2366 0.3130 -3.8974
C 3.5414 0.1421 -2.7643
C 4.8062 -0.3998 -2.9819
C 5.7344 -0.2954 -1.9655
C 5.4204 0.3768 -0.7745
C 4.1631 0.9011 -0.5656
C 3.1920 0.7407 -1.5524
N 1.8780 1.2231 -1.5089
C 1.3195 1.1127 -2.6884
C 0.0669 1.8332 -2.9321
C -0.3056 2.2464 -4.2022
C -1.3475 3.1565 -4.3449
C -1.9692 3.6562 -3.2129
C -1.5970 3.1999 -1.9473
C -0.5889 2.2616 -1.7701
H 5.0617 -0.8620 -3.9270
H 6.7290 -0.6989 -2.1078
H 6.1866 0.5067 -0.0192
H 3.9324 1.4617 0.3311
H 0.2380 1.9016 -5.0753
H -1.6408 3.5032 -5.3276
H -2.7486 4.4036 -3.3085
H -2.1488 3.6037 -1.1029
C -3.0938 -4.9051 -0.9703
C -3.6448 -3.7173 -0.5038
C -2.8494 -2.8047 0.1769
C -1.4924 -3.0583 0.4099
C -0.9631 -4.2678 -0.0585
C -1.7509 -5.1791 -0.7475
Si -0.3021 -1.9987 1.3533
C -0.9787 -1.0082 2.7835
C -0.0892 -0.6207 3.7977
C -0.5284 0.0397 4.9329
C -1.8821 0.3166 5.0989
C -2.7915 -0.0982 4.1363
C -2.3435 -0.7605 2.9974
H -3.7132 -5.6217 -1.4943
H -4.6958 -3.5060 -0.6618
H -3.3120 -1.8803 0.5116
H 0.0782 -4.5124 0.1308
H -1.3213 -6.1104 -1.0947
H 0.7130 -2.9042 1.9052
H 0.9634 -0.8706 3.7154
H 0.1798 0.3139 5.7065
H -2.2281 0.8195 5.9933
H -3.8536 0.0668 4.2805
H -3.0915 -1.1141 2.2939
*
```

Summary:
HOMO energy = -0.4484 Ha
HOMO-LUMO gap = 5.90 eV

***

(5)
Below is a molecular structure, C40H42NOP2Ti in a non-equilibrium geometry, with properties calculated with ωB97M-V with the def2-TZVPD basis set.

Structure (ORCA input):
```
! wB97M-V def2-TZVPD RIJCOSX def2/J DEFGRID3
* xyz 0 4
Ti 0.8742 -0.4785 0.2013
C -3.1820 0.2258 4.5213
C -3.1946 0.2277 3.1824
C -3.2430 1.4558 2.3511
C -1.8975 2.0724 1.8337
C -0.8241 2.2705 2.8393
C -1.0096 2.2250 4.1458
C -2.2705 2.6678 4.8210
C -3.0819 1.4611 5.3781
C 2.8293 -1.2188 -0.1299
H -3.4537 -0.6620 5.1065
H -3.3519 -0.7164 2.6622
H -3.8017 2.2110 2.9258
H -3.8259 1.2386 1.4413
H -1.4585 1.5344 0.9664
H -2.1882 3.0334 1.3893
H 0.1865 2.3342 2.4390
H -0.2277 1.9219 4.8438
H -2.8668 3.3225 4.1704
H -2.0026 3.3228 5.6773
H -2.5601 1.1955 6.3198
H -4.1011 1.8096 5.6337
H 3.2793 -1.4980 0.8383
H 3.4074 -0.4032 -0.6102
H 2.8315 -2.1107 -0.7710
P -0.1468 -1.7096 -2.1062
P 1.2594 0.7744 -1.9263
C -1.1126 -0.2462 -2.5953
C -0.5028 0.9314 -2.3969
C -0.4666 -2.7844 -3.6302
C -1.5146 -2.5035 -4.5236
C -1.8411 -3.3691 -5.5689
C -1.0995 -4.5322 -5.7655
C 0.0000 -4.7895 -4.9379
C 0.3229 -3.9188 -3.8898
C -1.3213 -2.3242 -0.8704
C -1.3313 -1.5889 0.3699
C -2.0023 -2.2256 1.4525
C -2.8154 -3.3340 1.2411
C -3.0207 -3.8298 -0.0583
C -2.2398 -3.3328 -1.1200
C 2.1076 0.8326 -3.5975
C 1.8519 -0.1265 -4.6061
C 2.3252 0.0555 -5.9110
C 3.0718 1.1822 -6.2737
C 3.3231 2.1306 -5.2811
C 2.8513 1.9545 -3.9812
C 1.7681 2.3802 -1.2199
C 3.0466 2.5528 -0.6694
C 3.3735 3.7687 -0.0768
C 2.4499 4.8219 -0.0877
C 1.2197 4.6706 -0.7295
C 0.8844 3.4558 -1.3167
H -2.1220 -0.3939 -2.9987
H -0.9424 1.8901 -2.6479
H -2.1128 -1.5993 -4.4315
H -2.6816 -3.1342 -6.2261
H -1.3772 -5.2398 -6.5578
H 0.6068 -5.6794 -5.1082
H 1.1880 -4.1142 -3.2513
H -1.3856 -0.4550 0.3003
H -1.8504 -1.7598 2.4303
H -3.3299 -3.7842 2.0926
H -3.7634 -4.5969 -0.2515
H -2.3821 -3.7140 -2.1410
H 1.2676 -1.0232 -4.3995
H 2.1000 -0.6681 -6.6809
H 3.4512 1.3233 -7.2925
H 3.8716 3.0310 -5.5312
H 3.0665 2.7456 -3.2514
H 3.7668 1.7200 -0.7035
H 4.3464 3.8853 0.3903
H 2.7085 5.7666 0.3882
H 0.5113 5.4931 -0.7708
H -0.0718 3.3501 -1.8335
O 1.2552 -0.5060 2.0570
N 1.5001 -0.7491 3.3926
C 0.4419 -0.5542 4.1915
C 0.6304 -0.4239 5.5656
C 1.8805 -0.6816 6.1115
C 2.8924 -1.1009 5.2707
C 2.6817 -1.2083 3.8900
H -0.5295 -0.4511 3.6878
H -0.2165 -0.1033 6.1509
H 2.0194 -0.5824 7.1974
H 3.8728 -1.3595 5.6559
H 3.3987 -1.6615 3.2044
*
```

Summary:
HOMO energy (alpha / beta) = -0.1512 / -0.2639 Ha
HOMO-LUMO gap (alpha / beta) = 3.40 / 6.51 eV